Entry 1:
Entry from the OMol25 dataset: C21H20N4O4Rb as an isolated structure at a distorted geometry (wB97M-V/def2-TZVPD).

Element x y z (Å)
1 Rb 1.164 -1.025 -0.763
2 O -1.080 -1.566 -0.007
3 O 2.763 -2.409 -2.165
4 O 5.203 -0.879 2.310
5 O 1.466 1.840 -0.616
6 N 4.488 -1.350 1.169
7 N -1.085 1.252 -0.032
8 N -2.364 1.097 0.105
9 N 3.455 -2.043 -1.129
10 C 0.659 2.881 -0.247
11 C 6.247 -3.047 1.083
12 C -4.520 -2.424 -0.437
13 C 0.228 5.214 0.202
14 C -5.082 1.160 0.354
15 C -2.961 -0.093 0.024
16 C 5.005 -2.365 0.572
17 C -2.308 -1.384 -0.109
18 C 4.697 -4.193 -1.199
19 C -6.455 1.215 0.390
20 C -7.217 0.080 0.101
21 C -4.400 -0.035 0.063
22 C 1.092 4.196 -0.180
23 C -0.685 2.568 0.073
24 C -1.075 4.915 0.558
25 C -6.579 -1.100 -0.192
26 C -5.181 -1.187 -0.190
27 C 2.853 2.079 -0.643
28 C -3.177 -2.520 -0.373
29 C -1.520 3.611 0.498
30 C 4.357 -2.839 -0.623
31 H 6.376 -2.816 2.137
32 H 4.647 -0.149 2.606
33 H 0.587 6.234 0.223
34 H 3.329 1.115 -0.816
35 H -2.676 -3.470 -0.519
36 H 4.078 -4.331 -2.085
37 H -7.155 -1.985 -0.436
38 H 3.134 2.774 -1.445
39 H 4.467 -4.988 -0.489
40 H -4.492 2.041 0.557
41 H 2.113 4.452 -0.421
42 H -6.959 2.141 0.641
43 H -1.745 5.701 0.882
44 H 5.746 -4.261 -1.484
45 H -2.528 3.360 0.788
46 H 7.118 -2.666 0.549
47 H 6.196 -4.123 0.949
48 H -5.130 -3.294 -0.653
49 H -8.298 0.133 0.106
50 H 3.203 2.481 0.315

For the HOMO energy, the calculation gives -4.12 eV. The value obtained for the strongest force on any atom is 2.19 eV/A. The total energy is -1356.24259 Ha. As for the HOMO-LUMO gap: 6.460 eV. Its net charge is -1. As for the LUMO energy: 0.0860 Eh. As for the spin multiplicity: 1.

Entry 2:
Entry from the OMol25 dataset: C21H20N6O4RuS3 as an isolated structure (wB97M-V/def2-TZVPD).

Element x y z (Å)
1 Ru -0.050 0.174 -0.113
2 S -2.161 1.329 -0.517
3 S -0.870 2.953 -0.643
4 S -0.833 -1.925 0.386
5 O -4.222 -1.148 -0.173
6 O 0.433 2.193 -0.410
7 O -1.157 3.847 0.455
8 O -0.889 3.548 -1.956
9 N -0.125 -2.387 3.107
10 N 1.926 -0.198 -0.130
11 N -0.088 -0.346 -2.107
12 N 1.026 -0.388 -2.858
13 N 0.044 0.733 1.877
14 N 1.231 0.777 2.527
15 C 4.583 1.601 -1.992
16 C 4.598 -2.188 4.534
17 C 4.352 -1.961 2.029
18 C 2.899 -0.704 3.425
19 C 3.956 -1.589 3.312
20 C -0.505 -1.512 -3.967
21 C 0.802 -1.087 -3.990
22 C 2.211 0.314 -2.503
23 C 2.263 -0.176 2.304
24 C 4.831 2.310 -4.406
25 C 2.624 -0.578 1.018
26 C -0.105 2.158 3.597
27 C 2.904 0.945 -3.527
28 C 2.661 0.343 -1.172
29 C -0.401 -2.174 2.004
30 C 1.157 1.631 3.572
31 C 3.877 1.013 -0.962
32 C -0.763 1.567 2.511
33 C 4.108 1.590 -3.300
34 C -1.020 -1.025 -2.760
35 C 3.690 -1.482 0.919
36 H 4.258 1.081 0.048
37 H 1.589 -1.231 -4.709
38 H 4.544 -1.508 5.385
39 H 2.528 -0.436 4.406
40 H -4.219 -0.240 -0.506
41 H 4.096 -3.115 4.821
42 H -1.013 -2.101 -4.709
43 H -3.635 -1.075 0.590
44 H 4.604 1.872 -5.379
45 H 5.648 -2.422 4.352
46 H 3.981 -1.807 -0.073
47 H -1.749 1.746 2.119
48 H 5.911 2.270 -4.262
49 H 5.512 2.113 -1.767
50 H 4.542 3.363 -4.444
51 H 5.169 -2.664 1.902
52 H 2.472 0.942 -4.521
53 H 2.010 1.791 4.207
54 H -1.999 -1.133 -2.323
55 H -0.494 2.902 4.269

For the HOMO energy (alpha / beta), the calculation gives -4.62 / -4.68 eV. The expectation value of S² is 0.755. The value obtained for the strongest force on any atom is 0.54 eV/A. The total energy is -2731.36887 Ha. As for the HOMO-LUMO gap (alpha / beta): 7.265 / 6.702 eV. Its net charge is -1. As for the LUMO energy (alpha / beta): 0.0970 / 0.0744 Eh. As for the spin multiplicity: 2.

Entry 3:
Entry from the OMol25 dataset: C21H21CoN6O3S as an isolated structure (wB97M-V/def2-TZVPD).

Element x y z (Å)
1 Co 0.579 0.413 0.840
2 S 0.474 2.061 2.420
3 O -5.882 -1.665 0.259
4 O 0.649 -0.264 -0.963
5 O -0.086 1.675 -0.424
6 N -1.227 -0.327 1.138
7 N 1.771 4.302 1.847
8 N 1.570 -1.226 1.359
9 N -5.909 -1.847 2.523
10 N 2.361 1.052 0.709
11 N 2.507 2.410 0.760
12 C -3.063 -1.617 0.313
13 C 0.062 0.162 -3.737
14 C -3.870 -1.190 1.358
15 C 2.827 -1.174 0.858
16 C -0.368 0.367 -5.034
17 C 4.699 0.490 0.151
18 C 3.295 0.197 0.527
19 C -2.005 0.068 2.158
20 C 3.625 -2.292 0.772
21 C -3.315 -0.342 2.304
22 C 1.843 -3.551 1.752
23 C -0.345 1.044 -2.734
24 C -1.207 1.439 -5.321
25 C -1.761 -1.178 0.239
26 C -1.617 2.312 -4.320
27 C -5.329 -1.597 1.331
28 C 1.651 3.009 1.627
29 C 3.118 -3.508 1.226
30 C 0.087 0.821 -1.367
31 C -1.184 2.122 -3.021
32 C 1.091 -2.382 1.796
33 H -1.548 1.592 -6.337
34 H -3.893 0.036 3.137
35 H -6.878 -2.126 2.529
36 H -2.275 3.136 -4.557
37 H 0.708 -0.672 -3.493
38 H 1.111 4.766 2.452
39 H -1.493 2.790 -2.229
40 H -3.466 -2.266 -0.452
41 H 1.419 -4.471 2.129
42 H -0.055 -0.302 -5.823
43 H 4.876 0.118 -0.862
44 H 4.934 1.551 0.170
45 H -1.574 0.735 2.890
46 H 3.723 -4.403 1.175
47 H -1.112 -1.503 -0.560
48 H 0.085 -2.373 2.192
49 H 2.511 4.861 1.448
50 H 5.393 -0.020 0.819
51 H -5.392 -1.887 3.382
52 H 4.623 -2.231 0.363
53 H 3.263 2.882 0.285

For the HOMO energy, the calculation gives -14.42 eV. The value obtained for the strongest force on any atom is 0.48 eV/A. The total energy is -3147.62841 Ha. As for the HOMO-LUMO gap: 7.618 eV. Its net charge is +2. As for the LUMO energy: -0.2500 Eh. As for the spin multiplicity: 1.

Entry 4:
Entry from the OMol25 dataset: C21H21CrN4O5S2Se as an isolated structure (wB97M-V/def2-TZVPD).

Element x y z (Å)
1 Se 2.003 0.841 -2.874
2 Cr 1.949 2.106 -0.427
3 S -0.841 0.794 -0.791
4 S 1.641 4.278 0.423
5 O 1.760 0.279 -1.279
6 O 2.287 2.436 -2.284
7 O 3.347 0.227 -3.503
8 O -0.013 2.029 -0.386
9 O 0.650 0.752 -3.728
10 N 1.072 2.478 2.381
11 N 1.966 1.809 1.592
12 N 3.830 1.307 -0.006
13 N 0.005 4.479 2.512
14 C 3.931 0.701 1.194
15 C -3.726 -0.460 -1.500
16 C -2.482 1.435 -0.415
17 C 0.871 3.669 1.863
18 C -5.324 -1.764 -0.266
19 C -1.731 -4.347 -0.725
20 C -0.853 -3.594 -1.493
21 C -2.234 -3.826 0.457
22 C 2.877 1.089 2.122
23 C -0.483 -2.322 -1.085
24 C -1.872 -2.550 0.863
25 C -0.601 -0.405 0.537
26 C -5.123 -0.961 0.845
27 C -3.503 0.335 -0.379
28 C -4.205 0.078 0.792
29 C 4.778 1.114 -0.919
30 C 5.877 0.305 -0.669
31 C 4.993 -0.125 1.510
32 C -1.002 -1.790 0.094
33 C 5.979 -0.329 0.555
34 C -4.623 -1.513 -1.438
35 H -2.413 1.981 0.526
36 H -5.674 -1.147 1.758
37 H -0.450 -3.997 -2.413
38 H 6.620 0.172 -1.441
39 H -3.182 -0.264 -2.417
40 H -1.129 -0.070 1.430
41 H -2.280 -2.138 1.778
42 H 5.044 -0.595 2.482
43 H 0.472 -0.342 0.714
44 H 6.818 -0.978 0.769
45 H 0.209 -1.739 -1.678
46 H 4.633 1.605 -1.871
47 H -4.776 -2.139 -2.307
48 H -2.917 -4.410 1.061
49 H -6.027 -2.585 -0.222
50 H -2.021 -5.339 -1.048
51 H -4.039 0.702 1.663
52 H 2.944 0.936 3.194
53 H -0.309 4.203 3.427
54 H -0.062 5.442 2.242
55 H -2.663 2.149 -1.221

For the HOMO energy (alpha / beta), the calculation gives -8.30 / -8.29 eV. The expectation value of S² is 0.768. The value obtained for the strongest force on any atom is 0.65 eV/A. The total energy is -5650.28415 Ha. As for the HOMO-LUMO gap (alpha / beta): 7.620 / 7.409 eV. As for the LUMO energy (alpha / beta): -0.0249 / -0.0322 Eh. As for the spin multiplicity: 2.

Entry 5:
Entry from the OMol25 dataset: C21H21CrN4O5S2Se as an isolated structure (wB97M-V/def2-TZVPD).

Element x y z (Å)
1 Se -2.432 3.215 -0.253
2 Cr -2.208 0.934 -1.733
3 S -0.048 -0.425 -0.032
4 S -4.315 0.003 -1.516
5 O -1.964 1.604 0.095
6 O -3.780 3.629 0.485
7 O -1.161 4.180 -0.082
8 O -1.058 -0.674 -1.152
9 O -2.644 2.791 -1.896
10 N -5.460 -1.433 -3.412
11 N -0.417 1.513 -2.660
12 N -3.421 -0.664 -4.018
13 N -2.366 0.072 -3.594
14 C 0.912 1.674 3.803
15 C -0.927 -0.734 1.527
16 C 0.907 -0.492 4.841
17 C 1.691 2.594 -2.829
18 C 0.923 1.190 -4.607
19 C 1.914 -3.187 1.769
20 C 2.789 -3.321 2.839
21 C -1.345 0.162 -4.362
22 C -0.160 -0.182 2.703
23 C 0.198 -1.004 3.764
24 C 1.901 2.009 -4.069
25 C 2.855 -1.035 1.271
26 C 1.272 0.846 4.859
27 C 0.194 1.167 2.732
28 C -0.234 0.966 -3.877
29 C 0.989 -1.899 -0.175
30 C 3.684 -2.305 3.135
31 C -4.359 -0.730 -3.100
32 C 1.941 -2.045 0.978
33 C 3.715 -1.160 2.349
34 C 0.512 2.325 -2.153
35 H -5.555 -1.797 -4.344
36 H -0.098 1.815 1.914
37 H -1.133 -1.801 1.617
38 H 1.179 -1.142 5.663
39 H -0.077 -2.051 3.748
40 H 4.358 -2.403 3.976
41 H 1.513 -1.756 -1.122
42 H -6.246 -1.432 -2.789
43 H 1.829 1.245 5.697
44 H 0.285 2.785 -1.197
45 H 1.181 2.723 3.815
46 H 0.312 -2.749 -0.277
47 H 2.884 -0.140 0.659
48 H 2.812 2.202 -4.619
49 H 4.409 -0.362 2.579
50 H -1.855 -0.186 1.363
51 H 1.040 0.734 -5.580
52 H 2.765 -4.218 3.445
53 H 2.417 3.262 -2.389
54 H 1.210 -3.980 1.542
55 H -1.325 -0.329 -5.329

For the HOMO energy (alpha / beta), the calculation gives -8.50 / -8.31 eV. The expectation value of S² is 0.759. The value obtained for the strongest force on any atom is 0.22 eV/A. The total energy is -5650.29313 Ha. As for the HOMO-LUMO gap (alpha / beta): 7.737 / 7.612 eV. As for the LUMO energy (alpha / beta): -0.0280 / -0.0255 Eh. As for the spin multiplicity: 2.